# 1
Formula: C14H16O
Source: OMol25
Level of theory: ωB97M-V/def2-TZVPD

Last column: Löwdin charge in e.
Cartesian coordinates (Å):
C  -0.53  2.95  -1.32  -0.041
C  0.64  2.33  -0.43  -0.252
C  1.71  2.99  -0.11  -0.064
C  2.92  2.42  0.55  0.011
C  2.84  1.11  0.76  -0.323
O  3.96  0.58  1.26  0.039
C  1.55  0.33  0.56  0.023
C  0.48  0.95  0.02  -0.024
H  -0.24  3.07  -2.39  0.080
H  -0.64  3.98  -1.14  0.040
H  -1.54  2.49  -1.39  0.066
H  1.87  4.04  -0.18  0.101
H  3.67  3.11  0.79  0.094
H  3.79  -0.39  1.43  0.135
H  1.48  -0.70  0.65  0.048
H  -0.33  0.44  -0.45  0.068
C  -2.67  -0.62  -1.05  -0.093
C  -1.97  -1.70  -0.50  -0.380
C  -2.38  -2.15  0.81  -0.023
C  -1.45  -2.74  1.63  -0.131
C  -0.14  -2.89  1.36  -0.137
C  0.15  -2.80  0.04  -0.096
C  -0.79  -2.21  -0.87  -0.065
H  -2.46  0.31  -0.48  0.088
H  -3.74  -0.84  -1.18  0.095
H  -2.26  -0.39  -2.13  0.129
H  -3.41  -1.90  1.24  0.140
H  -1.75  -3.22  2.56  0.108
H  0.63  -3.24  2.09  0.125
H  1.15  -3.24  -0.19  0.122
H  -0.54  -2.06  -1.92  0.119

- ΔE to the lowest compared entry with this formula, charge and spin: 307.03 kJ/mol
- Kohn-Sham gap: 8.9 eV
- SMILES: Cc1ccc(O)cc1.Cc1ccccc1
- Total energy: -618.19905 a.u.

# 2
Formula: C14H16O2
Source: OMol25
Level of theory: ωB97M-V/def2-TZVPD

Last column: Löwdin charge in e.
Cartesian coordinates (Å):
C  3.76  -0.39  -1.71  -0.008
C  2.30  0.20  -2.02  -0.263
C  1.31  -0.49  -2.63  -0.067
C  0.08  0.18  -2.85  -0.032
C  -0.22  1.46  -2.44  -0.371
O  -1.42  1.97  -2.53  0.035
C  0.88  2.21  -1.78  -0.012
C  2.14  1.62  -1.69  -0.052
H  4.31  0.38  -2.20  0.065
H  3.67  -1.38  -1.99  0.044
H  3.64  -0.26  -0.68  0.053
H  1.56  -1.51  -2.77  0.100
H  -0.84  -0.41  -3.13  0.131
H  -1.48  2.86  -2.02  0.162
H  0.82  3.28  -1.58  0.097
H  2.99  2.12  -1.22  0.109
C  -1.77  1.62  1.45  -0.053
C  -1.66  0.22  2.01  -0.287
C  -0.44  -0.18  2.55  -0.043
C  -0.04  -1.50  2.75  0.001
C  -1.09  -2.35  2.55  -0.355
O  -0.73  -3.66  2.68  -0.017
C  -2.40  -1.96  2.16  -0.039
C  -2.69  -0.68  1.79  -0.062
H  -0.84  2.17  1.40  0.069
H  -2.52  2.14  1.96  0.047
H  -2.20  1.48  0.36  0.114
H  0.24  0.57  2.80  0.088
H  0.86  -2.07  3.01  0.133
H  -1.33  -4.35  2.18  0.167
H  -3.20  -2.79  2.12  0.138
H  -3.69  -0.52  1.47  0.110

- ΔE to the lowest compared entry with this formula, charge and spin: 274.20 kJ/mol
- Kohn-Sham gap: 8.8 eV
- SMILES: Cc1ccc(O)cc1.Cc1ccc(O)cc1
- Total energy: -693.45209 a.u.

# 3
Formula: C14H17AlBO10
Source: OMol25
Level of theory: ωB97M-V/def2-TZVPD

Last column: Löwdin charge in e.
Cartesian coordinates (Å):
C  1.81  -0.87  0.12  -0.126
C  1.37  -0.43  -1.40  -0.247
O  0.35  0.64  -1.47  -0.172
B  -0.67  0.50  -0.42  -0.631
O  -0.59  1.51  0.70  -0.079
Al  -2.14  -0.94  -0.32  0.255
H  2.87  -1.41  0.00  0.080
H  2.02  0.04  0.85  0.088
H  1.11  -1.70  0.60  0.087
H  1.09  -1.37  -2.07  0.141
H  2.35  0.02  -1.91  0.121
H  -0.03  1.04  1.41  0.079
H  -2.55  -1.56  -1.72  -0.161
H  -1.83  -2.10  0.76  -0.115
H  -3.46  -0.21  0.25  -0.137
C  0.85  2.89  -3.51  0.099
C  0.40  4.15  -3.45  -0.201
C  0.95  5.21  -4.33  -0.313
O  0.50  6.35  -4.27  0.090
C  2.03  4.85  -5.26  0.067
C  2.49  3.59  -5.31  -0.212
C  1.92  2.52  -4.45  -0.294
O  2.34  1.38  -4.54  0.105
O  3.50  3.24  -6.18  0.066
O  -0.60  4.51  -2.56  0.087
H  0.46  2.11  -2.87  0.114
H  2.43  5.63  -5.88  0.131
H  3.65  2.28  -6.03  0.112
H  -0.76  5.46  -2.71  0.112
C  -1.02  -2.96  5.98  0.065
C  -0.87  -2.15  4.93  -0.204
C  -1.41  -2.51  3.59  -0.293
O  -1.27  -1.74  2.65  0.023
C  -2.10  -3.80  3.45  0.090
C  -2.25  -4.61  4.49  -0.217
C  -1.73  -4.24  5.84  -0.319
O  -1.90  -5.00  6.79  0.081
O  -2.89  -5.83  4.36  0.065
O  -0.20  -0.95  5.05  0.075
H  -0.64  -2.71  6.96  0.131
H  -2.47  -4.06  2.46  0.133
H  -2.87  -6.23  5.26  0.109
H  -0.22  -0.54  4.16  0.113

- Kohn-Sham gap: 4.9 eV
- Charge: -1
- Total energy: -1563.32382 a.u.

# 4
Formula: C14H17AsNS4SbSe2TcTe2
Source: OMol25
Level of theory: ωB97M-V/def2-TZVPD

Last column: Löwdin charge in e.
Cartesian coordinates (Å):
Tc  0.24  0.66  -1.21  0.407
Se  2.13  4.12  -0.35  -0.117
Te  4.47  4.56  -1.23  0.335
Te  4.64  1.85  -1.00  0.391
Se  2.16  2.18  -1.74  -0.064
C  -3.10  -2.10  -1.95  -0.037
C  -2.50  -3.34  -1.76  -0.028
C  -1.17  -3.40  -1.38  0.011
C  -0.45  -2.23  -1.19  -0.215
N  -1.05  -1.04  -1.39  -0.071
C  -2.34  -0.98  -1.76  -0.125
C  0.96  -2.16  -0.75  -0.209
C  1.71  -3.32  -0.53  -0.025
C  2.99  -3.24  -0.02  -0.061
C  3.51  -2.00  0.32  -0.067
C  2.77  -0.85  0.09  -0.229
C  1.50  -0.88  -0.50  -0.321
H  -4.13  -2.01  -2.25  0.117
H  -3.06  -4.25  -1.91  0.122
H  -0.70  -4.36  -1.23  0.113
H  -2.74  0.01  -1.91  0.091
H  1.30  -4.29  -0.76  0.107
H  3.56  -4.14  0.15  0.112
H  4.50  -1.93  0.77  0.114
H  3.18  0.10  0.42  -0.014
S  -4.29  6.18  0.30  -0.049
As  -3.55  5.25  -1.33  0.298
S  -0.72  4.05  -2.45  -0.099
S  -1.07  2.40  -1.23  -0.037
S  -1.31  5.63  -1.24  -0.089
C  0.84  -0.45  2.66  -0.259
Sb  -0.28  0.71  1.30  1.338
C  -2.26  0.04  1.68  -0.274
C  -0.26  2.61  2.25  -0.288
H  0.39  -0.36  3.65  0.024
H  1.87  -0.09  2.69  0.019
H  0.84  -1.49  2.34  0.021
H  -2.47  0.12  2.74  0.021
H  -2.36  -0.99  1.36  0.009
H  -2.96  0.66  1.12  0.014
H  -0.87  2.56  3.15  0.023
H  -0.66  3.36  1.57  -0.016
H  0.76  2.87  2.52  0.009

- ΔE to the lowest compared entry with this formula, charge and spin: 105.07 kJ/mol
- Kohn-Sham gap: 6.3 eV
- Charge: +1
- Total energy: -10086.70827 a.u.

# 5
Formula: C14H17BeNO5Te
Source: OMol25
Level of theory: ωB97M-V/def2-TZVPD

Last column: Löwdin charge in e.
Cartesian coordinates (Å):
Be  -0.72  0.55  -0.08  0.056
O  0.94  0.19  0.37  -0.041
C  1.51  -0.65  -0.65  -0.121
C  0.86  -0.29  -1.98  -0.112
N  -0.58  -0.18  -1.75  -0.187
C  -1.23  0.88  -2.54  -0.034
C  -1.10  2.22  -1.78  -0.555
O  -1.23  3.26  -2.36  0.093
O  -0.87  2.05  -0.50  -0.038
C  -1.32  -1.45  -1.61  -0.034
C  -2.01  -1.50  -0.23  -0.548
O  -2.69  -2.45  0.06  0.093
O  -1.74  -0.47  0.53  -0.006
H  1.43  1.02  0.49  0.129
H  1.27  -1.67  -0.35  0.133
H  2.59  -0.54  -0.67  0.135
H  1.10  -1.02  -2.76  0.139
H  1.23  0.68  -2.31  0.141
H  -2.29  0.65  -2.63  0.144
H  -0.81  0.97  -3.54  0.137
H  -0.64  -2.29  -1.68  0.134
H  -2.06  -1.57  -2.39  0.136
C  -2.69  2.51  2.21  -0.429
Te  -0.84  1.85  3.06  1.278
C  -1.94  0.12  3.69  -0.440
C  -3.40  0.47  3.50  -0.285
C  -4.39  -0.37  4.01  -0.040
C  -5.73  -0.07  3.81  -0.087
C  -6.09  1.07  3.10  -0.088
C  -5.10  1.90  2.59  -0.043
C  -3.75  1.61  2.79  -0.284
H  -2.63  2.44  1.13  0.040
H  -2.86  3.55  2.49  0.056
H  -1.71  -0.10  4.73  0.051
H  -1.66  -0.72  3.07  0.047
H  -4.11  -1.26  4.56  0.115
H  -6.49  -0.73  4.22  0.100
H  -7.13  1.30  2.94  0.100
H  -5.38  2.78  2.04  0.114

- ΔE to the lowest compared entry with this formula, charge and spin: 0.00 kJ/mol
- Kohn-Sham gap: 7.7 eV
- Total energy: -1257.57932 a.u.

# 6
Formula: C14H17ClN2O5
Source: OMol25
Level of theory: ωB97M-V/def2-TZVPD

Last column: Löwdin charge in e.
Cartesian coordinates (Å):
C  -5.47  -1.07  -0.21  -0.233
O  -4.27  -0.61  -0.29  -0.137
C  -3.43  -0.50  0.93  -0.051
C  -3.89  -0.59  2.28  -0.052
C  -3.01  -0.69  3.32  -0.138
C  -1.61  -0.43  3.22  -0.704
Cl  -0.73  -0.16  4.58  0.754
C  -1.26  0.06  1.84  0.008
C  -2.02  -0.06  0.70  -0.244
N  -1.58  0.09  -0.48  0.161
C  -0.37  0.36  -1.14  -0.395
O  0.65  0.68  -0.37  0.024
C  -0.17  0.76  -2.31  -0.031
O  1.23  0.33  -2.86  0.070
C  1.67  -0.83  -2.55  -0.706
O  1.00  -1.80  -2.33  0.158
C  2.94  -0.83  -3.01  -0.092
C  3.92  -0.85  -1.74  -0.048
N  3.47  0.47  -1.06  0.041
C  4.34  1.49  -1.20  -0.505
C  3.61  2.87  -0.45  0.051
O  5.18  1.84  -1.93  0.078
H  -5.91  -1.00  -1.19  0.086
H  -5.50  -2.24  0.19  0.167
H  -6.04  -0.29  0.29  0.093
H  -5.01  -0.89  2.25  0.140
H  -3.65  -0.95  4.10  0.085
H  -0.13  0.27  1.88  0.126
H  -2.32  -0.10  -1.26  0.206
H  -0.53  1.58  -2.79  0.131
H  -0.88  0.03  -3.00  0.210
H  3.39  -1.93  -3.45  0.203
H  3.39  0.06  -3.66  0.184
H  3.48  -1.50  -1.05  0.101
H  4.91  -0.57  -1.81  0.090
H  2.59  0.58  -0.50  0.124
H  4.43  3.77  -0.48  0.137
H  3.49  2.70  0.48  -0.031
H  2.82  3.01  -0.87  -0.060

- ΔE to the lowest compared entry with this formula, charge and spin: 430.54 kJ/mol
- Kohn-Sham gap: 8.0 eV
- SMILES: COc1ccc(Cl)cc1NC(=O)COC(=O)CCNC(C)=O
- Total energy: -1489.18390 a.u.